Record 1
DFT (ωB97M-V/def2-TZVPD) results for C22H14F6N4O8SSbV as an isolated structure.

Positions of all 57 atoms, in Å:
V -0.43629 0.16992 0.21238
O -0.55621 1.76352 3.37237
S 0.26007 0.82999 2.70694
O 0.77571 1.16166 1.30136
N -0.64446 -0.42200 1.98594
C -1.32574 -1.50902 2.37841
C -1.81920 -1.84989 3.65279
C -2.53973 -3.01669 3.77383
C -2.77229 -3.87035 2.66684
C -2.26647 -3.55563 1.37141
C -2.41858 -4.33440 0.20783
C -1.86310 -3.87824 -0.97239
C -1.19527 -2.65322 -1.00050
N -1.04983 -1.91211 0.09972
C -1.56424 -2.36624 1.24973
C 1.50980 0.19134 3.64203
C 1.43344 0.40737 5.02805
C 2.47435 -0.06783 5.80084
C 3.54866 -0.71983 5.20115
C 3.61181 -0.90755 3.81938
C 2.59015 -0.45293 3.01564
H -1.65214 -1.20642 4.50730
H -2.94406 -3.29202 4.73962
H -3.35160 -4.77614 2.80755
H -2.95900 -5.27337 0.23823
H -1.94569 -4.45254 -1.88489
H -0.77275 -2.26472 -1.91737
H 0.60689 0.94679 5.47045
H 2.46053 0.08943 6.87055
H 4.36043 -1.07992 5.81998
H 4.47043 -1.39234 3.37593
H 2.63949 -0.56770 1.94085
F -1.77617 0.16776 -0.92503
Sb -2.28085 2.76923 -0.75970
F -3.83884 1.82380 -0.78651
F -1.74985 4.23794 -1.74071
F -2.82482 3.91385 0.55956
F -0.42268 2.25586 -0.80726
F -1.79427 1.58621 0.86322
O 2.92910 0.38624 -1.08284
C 1.90023 0.41194 -1.62448
O 0.74272 -0.24773 -0.88718
C 1.44570 1.11174 -2.83325
C 2.34604 1.92267 -3.52926
C 1.83577 2.81591 -4.45199
C 0.48084 3.02674 -4.63370
C -0.36676 2.21248 -3.89981
C 0.08753 1.20476 -3.08332
N -1.79200 2.50931 -3.83295
O -2.34176 3.11396 -4.67536
O -2.43774 2.05418 -2.80474
N 2.78260 3.66802 -5.21175
O 2.30433 4.33416 -6.09816
O 3.95611 3.50065 -4.97601
H 3.41238 1.89743 -3.34230
H 0.12618 3.81315 -5.28983
H -0.62911 0.56731 -2.60146

The HOMO-LUMO gap (alpha / beta) is 5.7 / 5.0 eV. The spin multiplicity is 2. Its expectation value of S² is 0.774. As for the total charge: +3. Its relative energy (zero: lowest compared OMol25 entry of this formula, charge and spin) is 1.5845 eV.

***

Record 2
DFT (ωB97M-V/def2-TZVPD) results for C28H24Br2N6Pt as an isolated structure.

Positions of all 61 atoms, in Å:
Pt -0.24366 -0.01110 -0.16017
C 0.59582 -2.62130 -1.44960
N 0.39392 -2.18962 -0.04650
C 1.65856 -2.26663 0.75702
C 2.20721 -0.95467 1.28522
C 3.37424 -0.95946 2.03166
C 3.87748 0.23829 2.51761
C 3.20117 1.42204 2.24590
C 2.04503 1.36210 1.49680
N 1.57006 0.19623 1.03376
C -0.72847 -2.90186 0.60779
C -0.98875 -2.21262 1.91520
C -1.34645 -2.85976 3.08424
C -1.46807 -2.11369 4.25041
C -1.20555 -0.74822 4.21636
C -0.86199 -0.16730 3.01145
N -0.78187 -0.88834 1.88392
C 1.57738 -1.66993 -2.06967
C 2.55519 -2.03467 -2.97740
C 3.46393 -1.07268 -3.40239
C 3.38164 0.21723 -2.88837
C 2.37299 0.51266 -1.99242
N 1.47774 -0.41178 -1.61671
H -0.36919 -2.59764 -1.96159
H 0.96292 -3.65065 -1.47782
H 2.42671 -2.74015 0.14302
H 1.48688 -2.93440 1.60311
H 3.88470 -1.89372 2.23121
H 4.78838 0.24845 3.10259
H 3.56170 2.37536 2.60709
H 1.47796 2.25259 1.25490
H -0.47300 -3.95477 0.75373
H -1.59793 -2.85882 -0.05251
H -1.50940 -3.93010 3.08724
H -1.74157 -2.59681 5.18008
H -1.25916 -0.14331 5.11142
H -0.64760 0.89192 2.93325
H 2.61764 -3.05600 -3.33117
H 4.24279 -1.33320 -4.10810
H 4.09234 0.98159 -3.17225
H 2.26644 1.50229 -1.56432
Br -1.85687 4.69420 -5.10259
C -1.49618 3.34791 -3.89470
C -0.68436 2.27653 -4.19849
C -0.39626 1.32246 -3.19893
N -0.88526 1.35637 -1.96568
C -1.78450 2.33298 -1.68513
C -2.07178 3.37155 -2.61295
C -2.55397 2.16842 -0.48963
C -3.64454 3.04353 -0.18500
C -4.54867 2.70830 0.84127
Br -5.94754 3.83855 1.23649
C -4.34143 1.51524 1.50018
C -3.20619 0.74454 1.18182
N -2.31005 1.06534 0.24951
H -0.25131 2.16278 -5.18414
H 0.25688 0.49838 -3.44376
H -2.74483 4.17886 -2.36458
H -3.80461 3.95686 -0.73901
H -5.02457 1.16943 2.26536
H -3.04210 -0.17976 1.71596

The HOMO-LUMO gap (alpha / beta) is 7.9 / 4.5 eV. The spin multiplicity is 5. Its expectation value of S² is 6.054. As for the total charge: +4. Its relative energy (zero: lowest compared OMol25 entry of this formula, charge and spin) is 0.0146 eV.

***

Record 3
DFT (ωB97M-V/def2-TZVPD) results for CAgF3NO4S2 as an isolated structure.

Positions of all 12 atoms, in Å:
N 0.42262 1.05967 0.87068
S 2.06791 0.97809 0.55936
O 2.09877 0.80074 -0.99986
O 2.93098 -0.18058 1.03935
S -0.68026 -0.04822 0.64995
O 0.01988 -1.01297 -0.28659
O -1.48496 0.37798 1.81836
Ag 1.79073 -1.15432 -1.13011
C -2.30392 -0.41816 -0.28860
F -3.02924 -1.29828 0.38742
F -3.00068 0.70143 -0.42144
F -2.19896 -0.91371 -1.51071

The HOMO-LUMO gap (alpha / beta) is 9.0 / 6.2 eV. The spin multiplicity is 2. Its expectation value of S² is 0.761.

***

Record 4
DFT (ωB97M-V/def2-TZVPD) results for C56H55BiGe2N2O4SSi as an isolated structure.

Positions of all 122 atoms, in Å:
Bi 0.76759 -1.49485 0.24294
C -1.67678 -3.55004 4.50387
Si -0.16333 -3.73317 3.34006
C 1.01321 -2.38257 3.86846
C 0.66663 -5.37396 3.75322
N -0.57724 -3.56134 1.68272
C -1.14323 -4.63148 1.02863
C -1.89065 -5.61956 1.71716
C -2.34497 -6.76189 1.10550
C -2.16230 -6.94117 -0.23374
C -1.52144 -5.96892 -0.99705
C -1.02116 -4.84857 -0.37593
O -0.26001 -3.96684 -1.13460
C -0.74155 -3.59179 -2.37723
C 0.21722 -3.39158 -3.35716
C -0.19706 -2.94209 -4.58702
C -1.56596 -2.79931 -4.86715
C -2.50040 -3.04428 -3.87729
C -2.10176 -3.41434 -2.60795
H -1.37393 -3.45049 5.56109
H -2.35286 -4.41618 4.43278
H -2.28556 -2.67358 4.20322
H 1.00923 -2.26876 4.95911
H 0.78392 -1.41395 3.43469
H 2.03669 -2.58462 3.52569
H 1.16316 -5.29881 4.76102
H 1.46554 -5.57682 3.02175
H -0.05373 -6.20392 3.70972
H -2.08305 -5.47680 2.77670
H -2.87058 -7.52348 1.65880
H -2.55460 -7.86838 -0.69104
H -1.34879 -6.10035 -2.06648
H 1.28151 -3.50100 -3.13012
H 0.55366 -2.70594 -5.34106
H -1.86634 -2.44559 -5.83966
H -3.54875 -2.91384 -4.12535
H -2.81057 -3.58811 -1.80319
O -1.57183 -1.02582 2.17305
H -1.39201 -2.01395 1.94408
H -0.93545 -0.85228 2.87786
S 3.19046 -1.14902 -4.50554
C 2.55899 -1.13280 -3.00614
N 2.06698 -1.12771 -1.93115
C -0.62637 -0.12479 -0.54559
Ge -2.29150 0.60648 0.06559
C -2.94974 1.86506 -1.35922
C -3.68605 3.00505 -1.05293
C -4.26549 3.73981 -2.06929
C -4.13424 3.37582 -3.39366
C -3.42163 2.23253 -3.68501
C -2.83911 1.50717 -2.67912
C -3.87152 -0.65315 0.19022
C -4.71405 -0.80702 1.28960
C -5.83451 -1.62455 1.24062
C -6.15103 -2.31392 0.07386
C -5.30514 -2.20111 -1.01812
C -4.20752 -1.38689 -0.96451
C -2.10808 1.78087 1.67342
C -1.40007 2.97146 1.43657
C -1.07041 3.83923 2.45413
C -1.49575 3.56223 3.75263
C -2.23472 2.41152 4.00006
C -2.54499 1.53185 2.97580
H -0.17335 0.37043 -1.42997
H -3.78395 3.35048 -0.02268
H -4.85378 4.61862 -1.84732
H -4.53506 3.97621 -4.17783
H -3.31474 1.86630 -4.69198
H -2.26140 0.65435 -2.96546
H -4.52785 -0.27459 2.22371
H -6.47031 -1.75556 2.11120
H -6.99717 -2.96137 0.01212
H -5.48188 -2.78821 -1.89329
H -3.60291 -1.26991 -1.84594
H -1.07028 3.19645 0.41323
H -0.48833 4.73737 2.22170
H -1.25007 4.27139 4.55383
H -2.59578 2.19296 5.01050
H -3.07575 0.60901 3.18135
O 4.44016 -0.15292 3.10035
C 3.36323 0.08747 2.52317
O 2.69940 -0.71713 1.78042
C 2.77676 1.49067 2.72140
C 1.96377 1.97975 1.53686
Ge 2.98852 2.51220 -0.08339
C 1.73337 3.03669 -1.48216
C 0.82928 4.01933 -1.18414
C -0.18842 4.37170 -2.06068
C -0.28037 3.72068 -3.26206
C 0.64869 2.71447 -3.58099
C 1.61945 2.34222 -2.69438
C 4.02513 4.09196 0.48105
C 5.16924 3.84164 1.25316
C 5.95916 4.85258 1.72729
C 5.62873 6.18007 1.47101
C 4.51794 6.45638 0.69305
C 3.73229 5.43193 0.19577
C 4.36880 1.46467 -1.01772
C 4.92978 2.11972 -2.12839
C 5.81311 1.49300 -2.96484
C 6.25207 0.21096 -2.65755
C 5.77305 -0.41100 -1.52116
C 4.80614 0.17684 -0.72832
H 3.58863 2.20711 2.92283
H 2.16813 1.48297 3.63308
H 1.38427 2.88603 1.77818
H 1.20448 1.26085 1.22555
H 0.88464 4.57626 -0.24594
H -0.94137 5.11607 -1.78464
H -1.03126 3.98439 -3.96525
H 0.55971 2.13509 -4.48171
H 2.32887 1.54529 -2.95568
H 5.44965 2.81852 1.47308
H 6.83663 4.60597 2.28918
H 6.23486 6.97106 1.88039
H 4.23212 7.46477 0.46286
H 2.92737 5.69108 -0.46834
H 4.65921 3.16938 -2.32194
H 6.20025 2.01910 -3.82578
H 6.94283 -0.27990 -3.31349
H 6.13675 -1.39889 -1.23335
H 4.44059 -0.35071 0.14777

The HOMO-LUMO gap (alpha / beta) is 6.6 / 6.6 eV. As for the total charge: -2. Its relative energy (zero: lowest compared OMol25 entry of this formula, charge and spin) is 0.0000 eV.

***

| no. | calculated total energy (eV) |
| --- | --- |
| 1 | -104713.22351 |
| 2 | -181654.60207 |
| 3 | -44531.48311 |
| 4 | -207721.86895 |